No. 1
ORCA calculation (the ωB97M-V functional and the def2-TZVPD basis) on 3 unconnected molecules or ions with the total composition C12H19BClF2NO6.

Structure (XYZ):
```
42
Properties=species:S:1:pos:R:3:nbo_charge:R:1
H 0.2826 5.3885 2.2764 0.3305
N 1.0782 4.8859 1.8784 -0.6386
C 1.6641 4.1842 2.7638 0.3519
C 1.2059 4.0888 4.2036 -0.7002
C 2.8546 3.3525 2.3083 -0.8520
B 2.4506 2.2933 1.2120 0.7497
C 1.6750 0.9702 1.5595 -0.5409
Cl 0.9763 0.2423 0.0521 -0.1023
C 0.5988 1.0910 2.6428 -0.4041
C -0.1098 -0.2150 2.9955 -0.6106
H 0.9424 5.0865 4.5709 0.2317
H 0.3113 3.4595 4.2720 0.2353
H 1.9683 3.6660 4.8596 0.2208
H 3.5801 4.0413 1.8626 0.2612
H 3.3290 2.8597 3.1658 0.2337
H 2.7605 2.4835 0.0794 -0.0673
H 2.4189 0.2307 1.8984 0.2490
H -0.1375 1.8500 2.3469 0.2096
H 1.1148 1.4774 3.5344 0.2060
H -0.7739 -0.0739 3.8543 0.2123
H 0.6157 -0.9956 3.2517 0.2048
H -0.7138 -0.5762 2.1586 0.2226
O 2.4494 -5.7130 -1.6250 -0.5600
C 1.6467 -4.8551 -1.7678 0.9704
O 1.4614 -4.1386 -2.8970 -0.4859
C 0.2774 -3.3471 -2.7529 -0.1335
C 0.1337 -3.2603 -1.2460 0.4389
F -1.1590 -3.2869 -0.8399 -0.3294
O 0.7820 -4.4361 -0.8023 -0.4976
H -0.5713 -3.8740 -3.1907 0.2192
H 0.4087 -2.3890 -3.2449 0.2089
H 0.6217 -2.3937 -0.7985 0.1624
O -2.2347 -3.3545 -4.9858 -0.5570
C -2.7668 -2.4121 -4.5080 0.9737
O -3.9331 -1.8746 -4.9207 -0.4795
C -4.3427 -0.8785 -3.9810 -0.1308
C -3.0403 -0.5279 -3.2836 0.4470
F -3.2077 -0.2969 -1.9620 -0.3209
O -2.2719 -1.7026 -3.4553 -0.5048
H -5.0392 -1.3161 -3.2643 0.2073
H -4.8062 -0.0494 -4.5058 0.2123
H -2.5000 0.3162 -3.7155 0.1564
```

Computed properties:
LUMO energy ... 0.303 eV
Strongest force on any atom ... 0.0087 Eh/bohr
Energy ... -45160.8710 eV
Frontier orbital gap ... 10.52 eV
SMILES ... [H]/N=C(\C)CB[C@H](Cl)CC.O=C1OC[C@@H](F)O1.O=C1OC[C@@H](F)O1

***

No. 2
ORCA calculation (the ωB97M-V functional and the def2-TZVPD basis) on a gas-phase ion, C4H12N2 (charge +2) at a distorted geometry.

Structure (XYZ):
```
18
Properties=species:S:1:pos:R:3:nbo_charge:R:1
C -1.2818 -1.7334 -0.5004 -0.2999
C -1.0610 -0.4469 -0.3960 0.0519
N -1.4060 0.5478 -1.4442 -0.7077
C -0.3854 0.2631 0.6355 -0.5075
C 1.1363 0.4470 0.1964 -0.2341
N 2.1276 0.4474 1.3927 -0.6717
H -2.0496 -2.1454 -1.3274 0.2635
H -0.8918 -2.6070 0.0828 0.2843
H -0.6193 1.1113 -1.7057 0.4454
H -2.3029 1.0830 -1.1558 0.4816
H -1.7063 0.0108 -2.3187 0.4733
H -0.4529 -0.3695 1.5779 0.2722
H -0.8319 1.2817 1.0690 0.2826
H 1.3910 -0.3434 -0.5069 0.2432
H 1.3531 1.2993 -0.4263 0.2343
H 1.8162 -0.3703 1.8405 0.4403
H 3.1007 0.3059 0.9397 0.4835
H 2.0640 1.2184 2.0468 0.4647
```

Computed properties:
LUMO energy ... -7.085 eV
Strongest force on any atom ... 0.1058 Eh/bohr
Energy ... -7303.8924 eV
Frontier orbital gap ... 11.85 eV
Charge ... +2
SMILES ... C=C([NH3+])CC[NH3+]
Energy relative to the best compared isomer or geometry (same formula, charge and spin) ... 177.7 kJ/mol